The following is a quantum chemistry calculation of a structure of composition C58H46Br2ClCoN3O5P2 at a distorted geometry, from the Open Molecules 2025 dataset.

Properties
- LUMO energy (alpha / beta) (eV) = -5.748 / -7.970
- F_max (eV/A) = 2.18
- Kohn-Sham gap (alpha / beta) (eV) = 6.61 / 4.68
- ⟨S²⟩ = 3.860
- charge = +2
- E_HOMO (alpha / beta) (eV) = -12.4 / -12.7
- DFT total energy (Ha) = -10451.42899
- spin multiplicity = 4

Positions of all 118 atoms, in Å:
Co 0.671 0.208 -0.106
C -3.676 -4.810 -1.973
C -2.539 -5.111 -0.969
C -2.585 -6.599 -0.610
C -2.757 -4.226 0.252
C -3.580 -4.583 1.314
C -3.840 -3.703 2.353
C -3.277 -2.439 2.359
C -2.431 -2.050 1.325
P -1.585 -0.413 1.264
C -2.976 0.694 0.835
C -2.978 1.348 -0.393
C -4.024 2.190 -0.743
C -5.081 2.379 0.133
C -5.094 1.721 1.355
C -4.051 0.877 1.706
C -1.317 -0.175 3.065
C -1.563 1.037 3.708
C -1.182 1.234 5.025
C -0.560 0.216 5.733
C -0.380 -1.020 5.132
C -0.760 -1.213 3.812
C -2.197 -2.954 0.291
O -1.315 -2.517 -0.676
C -0.692 -3.464 -1.432
C 0.515 -3.064 -2.006
C 1.191 -3.937 -2.855
C 0.663 -5.193 -3.089
C -0.513 -5.588 -2.466
C -1.215 -4.738 -1.618
P 1.152 -1.398 -1.682
C 0.673 -0.460 -3.135
C 0.785 0.994 -2.878
C 0.216 1.876 -3.928
C -0.317 1.352 -5.059
C -0.389 -0.046 -5.256
C 0.091 -0.930 -4.278
C 2.962 -1.627 -1.777
C 3.559 -2.568 -0.937
C 4.937 -2.705 -0.909
C 5.732 -1.908 -1.722
C 5.143 -0.985 -2.573
C 3.763 -0.842 -2.601
H -4.639 -5.051 -1.522
H -3.550 -5.413 -2.874
H -3.683 -3.756 -2.255
H -3.547 -6.852 -0.171
H -1.796 -6.866 0.095
H -2.480 -7.212 -1.503
H -4.035 -5.563 1.342
H -4.487 -4.007 3.165
H -3.476 -1.763 3.179
H -2.152 1.193 -1.075
H -4.014 2.691 -1.703
H -5.901 3.033 -0.135
H -5.920 1.861 2.041
H -4.072 0.376 2.663
H -2.069 1.829 3.179
H -1.375 2.187 5.502
H -0.234 0.382 6.751
H 0.041 -1.843 5.697
H -0.647 -2.192 3.369
H 2.121 -3.631 -3.316
H 1.171 -5.875 -3.758
H -0.894 -6.580 -2.663
H 1.849 1.270 -2.737
H 0.267 2.943 -3.766
H -0.693 2.013 -5.827
H -0.838 -0.437 -6.158
H -0.016 -1.998 -4.422
H 2.942 -3.211 -0.320
H 5.388 -3.447 -0.263
H 6.808 -2.020 -1.707
H 5.759 -0.382 -3.227
H 3.320 -0.139 -3.295
Br 4.115 -3.629 4.088
C 3.084 -2.545 2.949
C 1.927 -3.032 2.361
C 1.226 -2.193 1.523
N 1.600 -0.942 1.238
C 2.730 -0.481 1.798
C 3.492 -1.254 2.662
C 3.182 0.851 1.358
C 4.040 1.630 2.117
C 4.444 2.851 1.605
Br 5.529 4.001 2.616
C 4.017 3.229 0.344
C 3.141 2.396 -0.323
N 2.715 1.236 0.164
H 1.577 -4.037 2.553
H 0.314 -2.540 1.057
H 4.415 -0.875 3.074
H 4.354 1.310 3.100
H 4.331 4.165 -0.096
H 2.778 2.686 -1.304
O 0.115 2.477 -1.292
N 0.312 1.304 -1.455
C -1.403 5.697 -2.080
C -0.411 6.244 -1.106
C 0.399 7.311 -1.391
C 1.297 7.797 -0.430
Cl 2.307 9.107 -0.816
C 1.370 7.230 0.857
C 0.574 6.167 1.172
C -0.295 5.638 0.190
O -1.062 4.595 0.368
C -1.049 3.821 1.557
C 0.225 2.869 1.610
O 1.250 3.366 2.054
O -0.012 1.696 1.207
H -1.317 6.186 -3.047
H -2.416 5.847 -1.700
H -1.265 4.621 -2.193
H 0.342 7.791 -2.359
H 2.046 7.643 1.593
H 0.640 5.713 2.150
H -1.941 3.205 1.501
H -1.043 4.446 2.450

Atoms 1-3, force components in eV/Å:
Co 0.36 -0.96 1.93
C 0.09 -0.01 0.04
C -0.19 -0.02 -0.09



The following is a quantum chemistry calculation of a structure of composition C58H47BBr2GeN4O2PRbS, from the Open Molecules 2025 dataset.

Properties
- LUMO energy (eV) = 3.501
- F_max (eV/A) = 0.98
- Kohn-Sham gap (eV) = 5.03
- charge = -2
- E_HOMO (eV) = -1.5
- DFT total energy (Ha) = -10621.21677

Positions of all 118 atoms, in Å:
Rb -0.670 -0.345 0.322
Br -3.605 1.047 1.472
C -3.412 -0.527 2.551
Br -3.160 -2.233 1.713
H -4.319 -0.604 3.137
H -2.541 -0.359 3.172
C 3.862 -4.673 -0.462
C 3.421 -3.783 -1.357
C 2.569 -2.609 -0.981
C 2.813 -2.238 0.492
C 2.880 -3.445 1.382
C 3.466 -4.558 0.941
N 1.997 -1.095 1.051
N 1.183 -1.422 2.172
C 0.688 -0.385 2.844
C -0.050 -0.721 4.038
C -0.842 0.171 4.705
C -1.021 1.488 4.241
C -0.247 1.878 3.167
C 0.680 1.042 2.529
H 4.450 -5.523 -0.786
H 3.649 -3.923 -2.406
H 2.861 -1.745 -1.597
H 2.513 -3.334 2.393
H 3.601 -5.407 1.603
H 0.042 -1.745 4.379
H -1.370 -0.164 5.593
H -1.718 2.168 4.710
H -0.326 2.906 2.812
C 4.624 3.146 5.336
C 3.269 3.448 5.312
C 2.482 3.053 4.241
C 3.004 2.349 3.154
C 4.372 2.070 3.197
C 5.172 2.453 4.269
P 1.896 2.028 1.580
C 3.134 1.013 0.770
C 3.837 1.328 -0.313
C 4.814 0.380 -0.873
C 4.932 -0.868 -0.423
C 4.123 -1.370 0.727
C 3.218 -0.338 1.396
C 2.055 3.819 1.071
C 2.764 4.957 1.334
C 2.705 5.980 0.348
C 2.007 5.842 -0.835
C 1.294 4.651 -1.122
C 0.574 4.272 -2.286
C -0.002 3.027 -2.341
C 0.078 2.082 -1.274
C 0.790 2.398 -0.148
C 1.340 3.687 -0.118
H 5.242 3.447 6.173
H 2.819 3.992 6.135
H 1.427 3.299 4.269
H 4.846 1.561 2.366
H 6.228 2.211 4.259
H 3.698 2.270 -0.830
H 5.427 0.719 -1.696
H 5.638 -1.547 -0.887
H 4.772 -1.887 1.436
H 3.332 -0.285 2.485
H 3.351 5.086 2.235
H 3.249 6.901 0.525
H 2.022 6.650 -1.559
H 0.506 4.942 -3.135
H -0.535 2.733 -3.236
H -0.410 1.130 -1.440
O -4.023 -1.705 -2.131
B -3.213 -0.667 -1.460
O -3.633 0.556 -2.173
C -4.556 0.241 -3.101
C -5.216 1.069 -3.982
C -6.137 0.482 -4.857
C -6.376 -0.886 -4.832
C -5.700 -1.718 -3.931
C -4.794 -1.131 -3.077
H -5.017 2.133 -3.994
H -6.669 1.105 -5.566
H -7.091 -1.317 -5.521
H -5.874 -2.786 -3.904
Ge 0.740 -2.877 -1.749
C 0.917 -3.112 -3.683
C -0.195 -3.489 -4.436
C -0.119 -3.619 -5.817
C 1.078 -3.373 -6.471
C 2.188 -2.981 -5.739
C 2.105 -2.846 -4.359
C -0.310 -4.369 -1.027
C -1.665 -4.433 -1.367
C -2.487 -5.430 -0.860
C -1.971 -6.385 0.005
C -0.636 -6.320 0.373
C 0.182 -5.317 -0.133
H -0.216 -1.709 -1.523
H -1.149 -3.674 -3.957
H -1.003 -3.901 -6.377
H 1.138 -3.461 -7.550
H 3.119 -2.735 -6.235
H 2.972 -2.462 -3.845
H -2.118 -3.655 -1.972
H -3.537 -5.440 -1.124
H -2.612 -7.160 0.407
H -0.227 -7.043 1.070
H 1.213 -5.270 0.185
C 6.630 -2.214 -4.174
C 6.004 -0.845 -4.208
C 6.748 0.298 -4.481
C 6.023 1.483 -4.489
N 4.739 1.572 -4.221
C 4.080 0.413 -3.909
S 2.454 0.481 -3.402
N 4.712 -0.797 -3.943
H 7.652 -2.206 -4.556
H 6.029 -2.909 -4.761
H 6.642 -2.588 -3.149
H 7.808 0.265 -4.691
H 6.524 2.422 -4.724

Atoms 1-3, force components in eV/Å:
Rb -0.55 -0.04 0.42
Br -0.19 0.14 -0.19
C -0.07 0.03 0.54



The following is a quantum chemistry calculation of a structure of composition C58H51AsBiBrNP3SSiTe at a distorted geometry, from the Open Molecules 2025 dataset.

Properties
- LUMO energy (eV) = 4.058
- F_max (eV/A) = 1.14
- Kohn-Sham gap (eV) = 5.51
- charge = -2
- E_HOMO (eV) = -1.5
- DFT total energy (Ha) = -9299.73310

Positions of all 119 atoms, in Å:
Bi 0.238 0.668 1.725
C 4.665 -5.915 1.542
C 4.703 -4.967 0.530
C 3.701 -4.012 0.442
C 2.637 -3.999 1.344
C 2.625 -4.938 2.370
C 3.628 -5.893 2.465
P 1.391 -2.668 1.085
C 0.662 -2.614 2.775
C 1.480 -2.258 3.851
C 0.941 -2.109 5.117
C -0.419 -2.312 5.329
C -1.231 -2.681 4.269
C -0.691 -2.839 2.997
C 0.077 -3.540 0.117
C -0.147 -4.878 0.464
C -1.152 -5.622 -0.119
C -1.950 -5.029 -1.087
C -1.710 -3.719 -1.451
C -0.705 -2.927 -0.873
Si -0.616 -1.094 -1.541
C -0.048 -1.539 -3.399
C -0.821 -1.868 -4.522
C -0.288 -1.991 -5.798
C 1.064 -1.776 -6.016
C 1.865 -1.473 -4.931
C 1.326 -1.377 -3.653
P 2.335 -0.958 -2.180
C 3.916 -1.742 -2.730
C 5.170 -1.144 -2.803
C 6.305 -1.887 -3.117
C 6.211 -3.245 -3.365
C 4.965 -3.862 -3.284
C 3.844 -3.122 -2.960
C 2.559 0.844 -2.477
C 3.602 1.569 -1.903
C 3.703 2.942 -2.079
C 2.752 3.623 -2.823
C 1.688 2.921 -3.371
C 1.592 1.548 -3.198
C -2.488 -0.474 -1.861
C -3.344 -0.924 -2.865
C -4.384 -0.165 -3.396
C -4.584 1.122 -2.943
C -3.819 1.574 -1.874
C -2.848 0.769 -1.294
P -2.140 1.332 0.313
C -1.868 3.147 -0.160
C -2.728 4.216 0.087
C -2.379 5.520 -0.239
C -1.143 5.789 -0.811
C -0.268 4.740 -1.057
C -0.631 3.442 -0.734
C -3.505 1.651 1.497
C -3.156 1.813 2.835
C -4.124 2.008 3.808
C -5.467 2.044 3.461
C -5.827 1.868 2.133
C -4.855 1.665 1.163
H 5.444 -6.664 1.618
H 5.517 -4.950 -0.185
H 3.750 -3.259 -0.335
H 1.832 -4.921 3.109
H 3.601 -6.617 3.271
H 2.536 -2.082 3.690
H 1.583 -1.808 5.937
H -0.842 -2.171 6.317
H -2.294 -2.830 4.407
H -1.350 -3.084 2.178
H 0.467 -5.354 1.216
H -1.311 -6.651 0.183
H -2.755 -5.585 -1.556
H -2.341 -3.279 -2.212
H -1.877 -2.045 -4.423
H -0.940 -2.249 -6.626
H 1.484 -1.841 -7.014
H 2.927 -1.303 -5.078
H 5.279 -0.084 -2.627
H 7.267 -1.390 -3.161
H 7.094 -3.821 -3.616
H 4.871 -4.927 -3.462
H 2.884 -3.623 -2.877
H 4.321 1.087 -1.255
H 4.514 3.473 -1.596
H 2.825 4.696 -2.953
H 0.912 3.442 -3.920
H 0.744 1.024 -3.619
H -3.229 -1.925 -3.251
H -5.005 -0.577 -4.184
H -5.340 1.761 -3.385
H -3.996 2.566 -1.481
H -3.688 4.040 0.560
H -3.073 6.328 -0.035
H -0.858 6.808 -1.046
H 0.709 4.926 -1.485
H 0.077 2.642 -0.932
H -2.116 1.797 3.139
H -3.821 2.127 4.841
H -6.225 2.198 4.220
H -6.872 1.882 1.846
H -5.166 1.491 0.143
Br 4.671 1.763 1.649
Te 3.086 -0.347 1.112
N -3.107 -1.761 1.516
C -2.605 -0.848 1.001
C -3.168 6.221 3.790
As -1.741 4.908 3.357
C -0.336 6.259 3.106
C -1.302 4.491 5.230
S 0.865 2.725 2.648
H -2.843 6.952 4.534
H -4.043 5.687 4.162
H -3.451 6.743 2.874
H -0.294 6.945 3.955
H -0.545 6.813 2.190
H 0.618 5.746 2.989
H -1.285 5.398 5.839
H -0.325 4.008 5.248
H -2.039 3.795 5.633

Atoms 1-3, force components in eV/Å:
Bi 0.23 -0.44 -0.12
C 0.00 0.00 -0.01
C -0.01 -0.01 0.02



The following is a quantum chemistry calculation of a structure of composition C58H55Br2MoN3O2P2S at a distorted geometry, from the Open Molecules 2025 dataset.

Properties
- LUMO energy (alpha / beta) (eV) = -6.559 / -6.138
- F_max (eV/A) = 2.45
- Kohn-Sham gap (alpha / beta) (eV) = 5.45 / 5.87
- ⟨S²⟩ = 2.027
- charge = +2
- E_HOMO (alpha / beta) (eV) = -12.0 / -12.0
- DFT total energy (Ha) = -8854.50682
- spin multiplicity = 3

Positions of all 124 atoms, in Å:
Mo -0.377 0.512 -0.759
N -0.535 2.462 0.039
C -1.108 3.726 -0.301
C -0.652 4.827 0.417
C -1.211 6.070 0.213
C -2.243 6.194 -0.708
C -2.674 5.098 -1.430
C -2.109 3.826 -1.264
C -2.533 2.650 -2.053
C -3.365 2.876 -3.155
C -3.784 1.858 -3.988
C -3.449 0.552 -3.676
C -2.651 0.307 -2.576
C -2.105 1.325 -1.780
H 0.007 2.659 0.877
H -1.351 1.807 0.245
H 0.150 4.691 1.137
H -0.865 6.921 0.781
H -2.707 7.156 -0.871
H -3.484 5.246 -2.126
H -3.677 3.880 -3.397
H -4.387 2.081 -4.858
H -3.809 -0.264 -4.290
H -2.446 -0.725 -2.319
C 0.691 -1.058 2.645
N 2.066 -1.462 2.569
C 2.738 -1.369 1.295
P 1.511 -1.642 -0.070
C 0.959 -3.329 0.348
C -0.368 -3.669 0.084
C -0.813 -4.961 0.316
C 0.050 -5.908 0.848
C 1.357 -5.562 1.159
C 1.814 -4.278 0.910
C 2.686 -1.793 -1.457
C 3.362 -2.977 -1.745
C 4.339 -2.994 -2.727
C 4.649 -1.838 -3.430
C 3.959 -0.664 -3.166
C 2.979 -0.642 -2.188
C 2.704 -2.026 3.684
C 1.976 -2.738 4.639
C 2.605 -3.234 5.769
C 3.966 -3.043 5.956
C 4.700 -2.371 4.991
C 4.079 -1.861 3.862
P 0.350 0.549 1.764
C -0.799 1.408 2.925
C -2.145 1.483 2.562
C -3.076 2.077 3.397
C -2.679 2.585 4.624
C -1.345 2.511 4.997
C -0.405 1.945 4.150
C 1.921 1.472 1.961
C 2.459 2.175 0.878
C 3.661 2.851 1.003
C 4.326 2.856 2.220
C 3.820 2.129 3.288
C 2.638 1.419 3.157
H 0.398 -0.942 3.689
H -0.001 -1.779 2.177
H 3.535 -2.109 1.227
H 3.202 -0.392 1.117
H -1.038 -2.918 -0.317
H -1.829 -5.242 0.070
H -0.295 -6.919 1.017
H 2.033 -6.292 1.581
H 2.843 -4.039 1.142
H 3.118 -3.888 -1.217
H 4.864 -3.915 -2.941
H 5.423 -1.855 -4.184
H 4.190 0.236 -3.720
H 2.427 0.274 -1.991
H 0.923 -2.937 4.483
H 2.029 -3.779 6.504
H 4.451 -3.424 6.843
H 5.764 -2.226 5.125
H 4.662 -1.323 3.125
H -2.479 1.049 1.627
H -4.110 2.144 3.086
H -3.403 3.045 5.282
H -1.027 2.900 5.955
H 0.631 1.942 4.447
H 1.957 2.165 -0.086
H 4.085 3.364 0.150
H 5.243 3.418 2.332
H 4.353 2.099 4.229
H 2.303 0.796 3.975
C 1.235 3.898 -2.954
C 0.781 2.776 -3.832
C 0.648 2.981 -5.224
C 0.368 1.929 -6.047
C 0.200 0.643 -5.491
C 0.005 -0.551 -6.230
Br -0.026 -0.499 -8.117
C -0.114 -1.759 -5.597
C -0.102 -1.825 -4.198
Br -0.347 -3.492 -3.356
C 0.017 -0.687 -3.430
O -0.065 -0.645 -2.096
C 0.247 0.553 -4.087
N 0.543 1.603 -3.283
H 0.474 4.677 -2.891
H 2.136 4.353 -3.367
H 1.445 3.523 -1.955
H 0.790 3.973 -5.628
H 0.293 2.070 -7.116
H -0.231 -2.668 -6.168
C -5.389 -1.081 -1.412
C -5.386 -1.514 0.037
S -3.939 -0.880 0.973
O -2.657 -1.192 0.245
C -4.066 -2.084 2.351
C -3.603 -3.475 1.967
H -6.312 -1.404 -1.891
H -4.557 -1.543 -1.938
H -5.309 0.002 -1.504
H -5.427 -2.599 0.117
H -6.223 -1.078 0.585
H -5.116 -2.062 2.647
H -3.468 -1.669 3.163
H -4.124 -3.838 1.082
H -3.809 -4.175 2.776
H -2.534 -3.487 1.763

Atoms 1-3, force components in eV/Å:
Mo 0.18 0.48 0.64
N -0.14 0.10 -0.40
C -0.27 0.38 -0.41



Energy above the lowest of the compared OMol25 structures with the same formula, charge and spin (kJ/mol)
230.4, 352.8, 286.7, 145.6